[1]
DFT (wB97M-V/def2-TZVPD) results for a gas-phase ion, C2H4N3 (charge +1).

Element x y z (Å)
C1 0.615 -0.677 -0.134
C2 0.369 0.726 -0.018
N1 -1.478 -1.039 0.205
N2 -1.002 1.090 -0.081
N3 -1.694 0.071 0.070
H1 1.704 -1.025 -0.018
H2 -0.073 -1.491 -0.367
H3 0.512 1.084 0.998
H4 1.047 1.262 -0.654

HOMO level (spin up / spin down): -15.96 / -15.97 eV
orbital gap (spin up / spin down): 7.73 / 7.73 eV
lowest unoccupied orbital energy (spin up / spin down): -8.235 / -8.232 eV
total charge: +1

Atomic partial charges in e from the natural (NBO) method, atoms 1 to 8: 0.063 -0.453 0.050 -0.201 0.226 0.280 0.278 0.402

[2]
DFT (wB97M-V/def2-TZVPD) results for a single C6H11N molecule.

Element x y z (Å)
C1 1.916 -1.741 -0.624
C2 1.308 -0.530 0.078
C3 -0.194 -0.382 -0.178
C4 -0.723 1.037 0.093
C5 -2.247 1.137 -0.049
C6 -0.304 1.507 1.424
N1 0.029 1.870 2.471
H1 2.982 -1.834 -0.393
H2 1.425 -2.672 -0.319
H3 1.816 -1.651 -1.712
H4 1.484 -0.592 1.159
H5 1.824 0.379 -0.260
H6 -0.423 -0.616 -1.227
H7 -0.756 -1.103 0.432
H8 -0.253 1.713 -0.633
H9 -2.551 0.779 -1.038
H10 -2.747 0.526 0.709
H11 -2.587 2.171 0.065

HOMO level: -11.35 eV
orbital gap: 12.27 eV
SMILES string: CCC[C@@H](C)C#N
lowest unoccupied orbital energy: 0.918 eV
total charge: 0

Atomic partial charges in e from the natural (NBO) method, atoms 1 to 8: -0.601 -0.403 -0.376 -0.321 -0.587 0.291 -0.335 0.214

[3]
DFT (wB97M-V/def2-TZVPD) results for a single C4H7N3 molecule.

Element x y z (Å)
C1 -2.139 0.724 0.310
C2 -1.038 0.206 -0.563
C3 0.282 0.080 -0.108
C4 1.400 -0.608 -0.725
N1 2.385 -0.539 0.248
N2 1.955 0.044 1.344
N3 0.734 0.415 1.203
H1 -2.994 0.036 0.354
H2 -1.776 0.882 1.330
H3 -2.524 1.688 -0.052
H4 0.043 -1.112 -0.209
H5 -1.233 -0.035 -1.604
H6 1.587 -0.860 -1.756
H7 3.318 -0.920 0.227

HOMO level: -6.50 eV
orbital gap: 7.19 eV
lowest unoccupied orbital energy: 0.695 eV
total charge: 0

Atomic partial charges in e from the natural (NBO) method, atoms 1 to 8: -0.632 -0.395 -0.074 -0.280 -0.344 0.029 -0.283 0.204

[4]
DFT (wB97M-V/def2-TZVPD) results for a molecular structure, C4H9N2O.

Element x y z (Å)
C1 0.924 -0.828 -1.850
C2 2.204 -0.349 -2.007
C3 0.449 -0.263 -0.601
C4 1.433 1.307 1.071
N1 1.386 0.571 -0.186
N2 -2.174 -0.518 0.515
O1 2.541 0.432 -0.997
H1 0.487 -1.634 -2.284
H2 3.136 -0.554 -2.507
H3 -1.057 -0.205 -0.078
H4 0.438 1.785 1.120
H5 1.474 0.501 1.881
H6 2.398 1.985 1.024
H7 -2.451 0.405 0.935
H8 -1.814 -1.184 1.249
H9 -2.848 -0.881 -0.149

HOMO level: -14.01 eV
orbital gap: 10.73 eV
lowest unoccupied orbital energy: -3.288 eV
total charge: +1

Atomic partial charges in e from the natural (NBO) method, atoms 1 to 8: -0.365 0.202 -0.009 -0.430 -0.063 -0.990 -0.246 0.244

[5]
DFT (wB97M-V/def2-TZVPD) results for a single C26H33N3O5S molecule.

Element x y z (Å)
C1 -4.191 -1.535 -0.137
C2 -3.848 -3.012 -0.323
C3 -3.776 -3.769 1.002
C4 -2.740 -3.149 1.931
C5 -1.470 -2.744 1.242
N1 -0.501 -2.380 2.038
C6 0.646 -1.907 1.529
C7 1.632 -1.450 2.432
C8 2.757 -0.832 1.963
C9 2.947 -0.710 0.583
S1 4.242 0.369 -0.024
O1 5.218 0.539 1.011
O2 4.667 -0.068 -1.322
N2 3.512 1.850 -0.236
C10 2.774 2.115 -1.445
C11 1.274 1.855 -1.300
C12 0.689 2.573 -0.077
C13 -0.727 2.036 0.136
O3 -0.940 0.870 0.406
N3 -1.711 2.945 -0.010
C14 -3.116 2.626 0.133
C15 -3.778 3.489 1.228
C16 -4.949 4.208 0.552
C17 -4.532 4.295 -0.913
C18 -3.893 2.931 -1.160
C19 1.521 2.262 1.173
C20 3.009 2.527 0.932
C21 2.074 -1.242 -0.322
C22 0.874 -1.825 0.127
C23 -0.168 -2.285 -0.720
C24 0.013 -2.314 -2.199
O4 -0.182 -3.281 -2.889
O5 0.411 -1.144 -2.715
C25 -1.357 -2.726 -0.174
C26 -2.504 -3.161 -1.036
H1 -5.070 -1.421 0.494
H2 -4.402 -1.077 -1.102
H3 -3.360 -0.998 0.314
H4 -4.624 -3.473 -0.945
H5 -3.510 -4.808 0.795
H6 -4.751 -3.769 1.492
H7 -3.148 -2.249 2.399
H8 -2.488 -3.832 2.743
H9 1.440 -1.565 3.487
H10 3.511 -0.426 2.619
H11 2.945 3.164 -1.717
H12 3.206 1.480 -2.218
H13 1.085 0.789 -1.187
H14 0.764 2.193 -2.205
H15 0.675 3.654 -0.251
H16 -1.484 3.899 -0.245
H17 -3.143 1.561 0.375
H18 -3.052 4.214 1.600
H19 -4.104 2.886 2.073
H20 -5.855 3.608 0.636
H21 -5.144 5.184 0.993
H22 -5.372 4.490 -1.578
H23 -3.796 5.091 -1.048
H24 -3.240 2.914 -2.031
H25 -4.672 2.182 -1.301
H26 1.359 1.216 1.435
H27 1.177 2.876 2.008
H28 3.173 3.604 0.795
H29 3.610 2.191 1.776
H30 2.312 -1.166 -1.371
H31 0.526 -1.225 -3.676
H32 -2.346 -4.208 -1.313
H33 -2.511 -2.587 -1.964

HOMO level: -8.79 eV
orbital gap: 8.54 eV
SMILES string: C[C@@H]1CCc2nc3ccc(S(=O)(=O)N4CCC(C(=O)NC5CCCC5)CC4)cc3c(C(=O)O)c2C1
lowest unoccupied orbital energy: -0.254 eV
total charge: 0

Atomic partial charges in e from the natural (NBO) method, atoms 1 to 8: -0.622 -0.210 -0.398 -0.440 0.257 -0.404 0.157 -0.174

[6]
DFT (wB97M-V/def2-TZVPD) results for 2 unconnected molecules or ions with the total composition C7H9N.

Element x y z (Å)
C1 -0.310 -0.989 -0.911
C2 -0.288 -0.033 0.091
C3 -0.572 -0.492 1.376
N1 -1.032 -1.675 1.653
C4 -1.109 -2.552 0.608
C5 -0.804 -2.271 -0.676
H1 -0.110 -0.674 -1.881
H2 0.008 0.964 -0.252
H3 -0.481 0.176 2.188
H4 -1.390 -3.585 0.804
H5 -0.844 -3.060 -1.462
C6 1.543 1.900 -0.601
C7 0.714 2.710 0.071
H6 1.618 0.913 -0.298
H7 2.270 2.460 -1.310
H8 -0.083 2.440 0.703
H9 0.868 3.768 -0.105

HOMO level: -9.57 eV
orbital gap: 10.60 eV
SMILES string: c1ccncc1.C=C
lowest unoccupied orbital energy: 1.025 eV
total charge: 0

Atomic partial charges in e from the natural (NBO) method, atoms 1 to 8: -0.165 -0.291 0.042 -0.409 0.019 -0.262 0.203 0.248

[7]
DFT (wB97M-V/def2-TZVPD) results for a molecular structure, C22H30N5NdO2PS.

Element x y z (Å)
Nd1 0.374 -0.552 1.422
N1 2.036 -1.079 -0.302
N2 2.724 -1.209 0.968
C1 3.307 -0.019 1.439
N3 4.532 -0.209 1.933
S1 2.469 1.432 1.416
H1 2.007 -1.991 -0.794
H2 2.594 -0.375 -0.824
H3 3.259 -2.076 1.142
H4 5.060 -1.070 1.862
H5 5.022 0.606 2.294
C2 1.257 -0.214 4.639
O1 0.327 -0.941 3.820
C3 0.165 -2.321 4.191
C4 -0.882 -2.891 3.201
O2 -0.523 -2.685 1.822
C5 -1.060 -3.604 0.814
H6 2.247 -0.151 4.136
H7 1.329 -0.652 5.627
H8 0.908 0.828 4.734
H9 -0.394 -2.403 5.109
H10 1.139 -2.845 4.185
H11 -1.899 -2.539 3.455
H12 -1.036 -3.980 3.401
H13 -1.697 -4.355 1.327
H14 -0.147 -4.096 0.354
H15 -1.671 -3.040 0.079
N4 -1.267 1.760 -0.884
P1 -0.654 0.242 -1.402
C6 -1.934 -0.195 -2.625
C7 -2.258 0.714 -3.637
C8 -3.453 0.508 -4.319
C9 -4.190 -0.628 -4.098
C10 -3.699 -1.668 -3.303
C11 -2.545 -1.449 -2.588
C12 0.616 0.733 -2.531
C13 1.306 1.960 -2.247
C14 2.230 2.473 -3.091
C15 2.491 1.797 -4.311
C16 1.951 0.544 -4.524
C17 0.941 0.044 -3.672
C18 -1.259 2.181 0.416
C19 -1.161 3.561 0.752
C20 -1.072 3.958 2.105
C21 -1.150 2.957 3.115
C22 -1.470 1.667 2.705
N5 -1.321 1.271 1.410
H16 -1.669 2.418 -1.523
H17 -1.471 1.443 -3.925
H18 -3.801 1.270 -4.960
H19 -5.128 -0.819 -4.575
H20 -4.296 -2.610 -3.140
H21 -2.220 -2.205 -1.870
H22 1.059 2.457 -1.307
H23 2.656 3.466 -2.882
H24 3.297 2.090 -4.958
H25 2.276 -0.065 -5.345
H26 0.300 -0.794 -3.961
H27 -0.934 4.273 -0.092
H28 -0.768 4.944 2.351
H29 -0.950 3.215 4.133
H30 -1.903 0.918 3.337

HOMO level (spin up / spin down): -16.28 / -16.28 eV
orbital gap (spin up / spin down): 6.78 / 6.93 eV
lowest unoccupied orbital energy (spin up / spin down): -9.500 / -9.351 eV
2S+1: 4
total charge: +3

Atomic partial charges in e from the natural (NBO) method, atoms 1 to 8: 1.817 -0.690 -0.557 0.249 -0.712 -0.022 0.437 0.447

Ordered energy above the lowest of the compared OMol25 structures with the same formula, charge and spin results: 6.856 0.070 5.358 4.327 0.000 2.811 1.149; unit eV.
Ordered electronic energy results: -242.3474 -289.9691 -320.6864 -342.1983 -1949.2882 -326.7877 -2580.6170; unit Eh.